# 1
9
Properties=species:S:1:pos:R:3:nbo_charge:R:1 method="wB97M-V/def2-TZVPD" homo_lumo_gap_ev=12.08 relative_energy_kj_mol=160.2 max_force_ha_per_bohr=0.0219 smiles="COC(=O)C#N" multiplicity=1 homo_energy_ev=-11.80
C -0.081 -0.088 1.434 -0.2571
O -0.318 -0.166 0.032 -0.4878
C 0.449 0.236 -0.974 0.7277
O 1.537 0.733 -0.989 -0.5130
C -0.405 -0.089 -2.143 0.1634
N -1.240 -0.425 -2.866 -0.2418
H -0.998 -0.523 1.834 0.2092
H 0.775 -0.690 1.744 0.1997
H 0.016 0.943 1.780 0.1997

***

# 2
24
Properties=species:S:1:pos:R:3:nbo_charge:R:1 method="wB97M-V/def2-TZVPD" homo_lumo_gap_ev=7.87 relative_energy_kj_mol=0.0 charge=+2 max_force_ha_per_bohr=0.0734 multiplicity=1 homo_energy_ev=-16.23
C 0.061 0.870 0.303 -0.2735
C 0.495 0.169 -0.940 0.4726
C -0.371 -2.841 1.745 -0.0005
C -0.379 -4.336 1.615 0.7098
C 0.398 2.330 -1.436 0.3235
N 0.518 -1.111 -1.210 -0.2574
N -0.215 -1.883 0.921 -0.2597
N 0.832 1.056 -1.903 -0.5426
N 0.023 2.222 -0.164 -0.1749
N 0.226 -2.158 -0.313 -0.2667
N -0.583 3.289 0.452 -0.6127
O 0.058 -4.767 0.414 -0.7181
O -0.774 -4.973 2.542 -0.4510
S 0.561 3.733 -2.387 0.3087
H -1.007 0.699 0.664 0.2961
H -0.685 -2.372 2.723 0.2484
H 0.740 -1.572 -2.094 0.4638
H 0.881 0.995 -2.901 0.4671
H 0.771 0.764 1.030 0.2787
H 0.133 -3.142 -0.785 0.4481
H 0.295 -5.719 0.428 0.5427
H 0.072 3.839 0.946 0.3936
H -1.313 3.006 1.089 0.4056
H 0.540 4.563 -1.342 0.1983

***

# 3
54
Properties=species:S:1:pos:R:3:mulliken_spin:R:1 method="wB97M-V/def2-TZVPD" homo_lumo_gap_ev="6.32 / 8.14" relative_energy_kj_mol=0.0 charge=+1 max_force_ha_per_bohr=0.0460 multiplicity=8 homo_energy_ev="-10.76 / -10.80"
Gd 0.765 -0.743 -0.190 7.2393
N 3.754 6.991 1.344 0.0001
C 3.246 5.753 1.116 0.0002
C 2.753 5.412 -0.156 0.0002
C 2.258 4.158 -0.402 -0.0006
C 2.250 3.213 0.630 -0.0002
C 2.736 3.529 1.901 -0.0002
C 3.229 4.790 2.138 -0.0001
S 1.638 1.657 0.333 -0.0086
O 2.232 1.056 -0.881 -0.0245
O 1.889 0.770 1.475 -0.0052
N 0.066 1.490 0.106 -0.0171
C -0.422 1.623 -1.209 -0.0403
N -0.750 0.424 -1.733 -0.0351
C -1.278 0.435 -2.958 0.0023
C -1.448 1.617 -3.637 -0.0012
C -1.018 2.781 -3.028 0.0005
N -0.491 2.794 -1.801 -0.0007
H 3.683 7.711 0.648 0.0000
H 4.019 7.275 2.270 0.0000
H 2.769 6.148 -0.950 -0.0001
H 1.873 3.907 -1.380 0.0003
H 2.734 2.789 2.688 0.0008
H 3.615 5.042 3.117 -0.0001
H -1.521 -0.524 -3.396 -0.0015
H -1.879 1.625 -4.627 -0.0004
H -1.083 3.731 -3.542 0.0000
C 1.872 -2.704 2.019 0.0030
C 0.997 -1.946 2.982 -0.0002
O 0.058 -1.153 2.204 -0.0139
H 2.567 -3.344 2.562 0.0004
H 2.496 -2.022 1.436 -0.0009
H 1.286 -3.337 1.348 0.0003
H 1.595 -1.284 3.607 -0.0004
H 0.435 -2.624 3.623 -0.0003
H -0.126 -0.326 2.668 0.0002
Se 0.634 -2.474 -4.038 -0.0378
C 1.378 -2.361 -2.443 -0.0045
N 1.839 -2.293 -1.352 -0.0352
C -2.730 -5.297 0.006 0.0002
C -3.233 -3.857 -0.157 0.0006
C -4.163 -3.472 0.998 0.0002
C -3.925 -3.677 -1.514 0.0002
C -2.053 -2.955 -0.129 0.0019
N -1.150 -2.250 -0.146 -0.0213
H -3.591 -5.963 -0.040 0.0000
H -2.238 -5.439 0.969 0.0000
H -2.038 -5.572 -0.789 0.0000
H -5.020 -4.145 0.981 0.0000
H -4.526 -2.449 0.899 0.0000
H -3.664 -3.577 1.961 0.0000
H -4.776 -4.356 -1.553 0.0000
H -3.252 -3.917 -2.336 0.0000
H -4.291 -2.658 -1.643 0.0000

***

# 4
64
Properties=species:S:1:pos:R:3:nbo_charge:R:1 method="wB97M-V/def2-TZVPD" homo_lumo_gap_ev=7.98 max_force_ha_per_bohr=0.0713 smiles="C[C@H](O)Cc1cc(Cl)c2nc(N)cnc2c1.O=C1CCCO1.O=C1CCCO1.O=C1CCCO1" multiplicity=1 homo_energy_ev=-8.41
C 2.163 0.719 0.211 -0.6349
C 0.945 -0.263 -0.058 0.0895
O 1.390 -1.626 -0.338 -0.7412
C 0.106 0.221 -1.308 -0.4662
C -1.446 0.170 -1.065 0.0243
C -2.331 -0.086 -2.278 -0.2169
C -3.750 -0.176 -2.049 -0.0177
Cl -4.800 -0.512 -3.491 -0.0291
C -4.413 -0.029 -0.710 0.1554
N -5.794 -0.171 -0.650 -0.4199
C -6.248 -0.017 0.617 0.3236
N -7.680 -0.141 0.857 -0.8185
C -5.382 0.309 1.788 -0.0119
N -4.035 0.456 1.749 -0.3544
C -3.563 0.256 0.455 0.0938
C -2.081 0.348 0.225 -0.2298
H 2.225 1.504 -0.583 0.2080
H 1.962 1.247 1.189 0.2363
H 3.101 0.135 0.364 0.2339
H 0.365 -0.327 0.891 0.1933
H 0.764 -2.228 0.104 0.4626
H 0.395 1.246 -1.682 0.2329
H 0.310 -0.476 -2.176 0.2316
H -1.828 -0.187 -3.265 0.2335
H -7.788 -1.055 1.315 0.3753
H -8.082 -0.172 -0.089 0.3863
H -5.880 0.420 2.788 0.2089
H -1.441 0.547 1.126 0.2327
O 0.981 -0.032 2.811 -0.5698
C 0.315 -0.399 3.740 0.7987
C -0.108 -1.820 4.021 -0.5289
C -1.217 -1.627 5.039 -0.4311
C -0.803 -0.343 5.728 -0.0706
O -0.134 0.427 4.720 -0.4828
H 0.740 -2.367 4.439 0.2383
H -0.471 -2.307 3.117 0.2410
H -1.336 -2.465 5.726 0.2216
H -2.169 -1.479 4.522 0.2164
H -0.106 -0.519 6.552 0.1768
H -1.660 0.214 6.105 0.2004
O 2.010 0.387 -6.339 -0.5527
C 0.903 -0.044 -6.488 0.7863
C 0.536 -1.321 -7.205 -0.5290
C -0.956 -1.148 -7.424 -0.4289
C -1.357 -0.278 -6.250 -0.0712
O -0.215 0.549 -5.985 -0.4906
H 0.757 -2.170 -6.554 0.2377
H 1.074 -1.410 -8.147 0.2427
H -1.506 -2.088 -7.470 0.2225
H -1.130 -0.610 -8.360 0.2095
H -1.578 -0.865 -5.355 0.1735
H -2.217 0.350 -6.481 0.2019
O 4.605 2.021 0.461 -0.5516
C 5.160 1.876 1.511 0.7897
C 6.565 2.322 1.843 -0.5275
C 6.855 1.544 3.114 -0.4293
C 5.475 1.388 3.720 -0.0696
O 4.579 1.310 2.603 -0.4854
H 6.564 3.400 2.015 0.2358
H 7.256 2.061 1.044 0.2436
H 7.564 2.038 3.780 0.2199
H 7.261 0.562 2.859 0.2093
H 5.191 2.247 4.334 0.1771
H 5.391 0.482 4.320 0.1950